Entry 1:
{
  "formula": "CH2LiOTm",
  "method": "ωB97M-V/def2-TZVPD",
  "elements": ["C", "O", "H", "Tm", "Li", "H"],
  "positions_angstrom": [[0.399, -0.887, -0.204], [0.494, 0.340, -0.152], [-0.420, -1.332, 0.418], [2.189, -2.388, -1.274], [-0.525, 1.830, 0.461], [-2.137, 2.436, 0.750]],
  "charge": 2,
  "spin_multiplicity": 3,
  "orbital_gap_ha": [0.25978, 0.26117],
  "de_lowest_ev": 0.000,
  "homo_ha": [-0.6008, -0.6008],
  "energy_ha": -1206.4860
}

Entry 2:
{
  "formula": "CH2N2",
  "method": "ωB97M-V/def2-TZVPD",
  "elements": ["C", "N", "N", "H", "H"],
  "positions_angstrom": [[1.593, 0.414, 0.402], [-1.975, -0.506, -1.176], [-1.599, -0.132, -0.227], [1.415, -0.529, 0.864], [0.567, 0.754, 0.137]],
  "charge": 0,
  "orbital_gap_ha": [0.32936, 0.32945],
  "de_lowest_ev": 3.368,
  "homo_ha": [-0.3623, -0.3622],
  "energy_ha": -148.6748
}

Entry 3:
{
  "formula": "CH2N2O",
  "method": "ωB97M-V/def2-TZVPD",
  "elements": ["C", "N", "N", "O", "H", "H"],
  "positions_angstrom": [[-0.228, -0.471, -0.016], [0.840, 1.175, 0.007], [1.106, -0.051, -0.126], [-0.502, 1.147, 0.000], [-0.569, -0.758, 0.977], [-0.647, -1.042, -0.843]],
  "charge": 0,
  "orbital_gap_ha": 0.43377,
  "de_lowest_ev": 3.753,
  "homo_ha": -0.4053,
  "energy_ha": -223.9231
}

Entry 4:
{
  "formula": "CH2N2O2",
  "method": "ωB97M-V/def2-TZVPD",
  "elements": ["C", "N", "N", "O", "O", "H", "H"],
  "positions_angstrom": [[-2.489, 0.088, -0.189], [1.695, 0.271, 0.271], [-1.373, -0.163, 0.105], [-3.668, 0.176, -0.293], [2.752, -0.273, -0.129], [3.583, -0.048, 0.582], [-0.499, -0.051, -0.347]],
  "charge": 0,
  "orbital_gap_ha": [0.33716, 0.33686],
  "de_lowest_ev": 5.352,
  "homo_ha": [-0.3517, -0.3517],
  "energy_ha": -299.1402
}